Entry 1:
ORCA calculation (wB97M-V/def2-TZVPD) on a molecular structure, C14H32F8HgN2O12S4.

Structure (ORCA input):
```
! RIJCOSX wB97M-V def2-TZVPD def2/J DEFGRID3
* xyz 0 1
Hg -0.5148 -0.0569 0.1514
N -2.3346 0.7396 -0.7315
S -2.2685 1.9007 -1.7528
O -2.8737 3.1447 -1.4762
O -2.4227 1.4279 -3.0586
F -0.7646 2.2102 -1.5058
S -3.7395 0.0109 -0.6584
O -4.9358 0.7772 -0.9470
O -3.7333 -0.7993 0.5219
F -3.8693 -1.1411 -1.8045
C 3.4687 -0.6598 2.0700
F 3.9473 -1.2611 1.0293
F 4.2925 -0.7848 3.0647
F 3.4458 0.6208 1.8168
S 1.7538 -1.1782 2.6498
O 1.9444 -2.3322 3.4855
O 1.1470 0.0045 3.1652
N 0.8411 -1.5569 1.3923
S 0.5160 -3.0870 0.8318
O 0.3725 -4.0080 1.8858
O -0.4418 -2.8630 -0.2154
C 1.9643 -3.6500 -0.1467
F 1.8104 -4.8358 -0.6031
F 2.2212 -2.8374 -1.1822
F 2.9732 -3.5814 0.6706
C -0.0909 -1.2186 -4.9705
C -0.8099 -1.4534 -3.6282
C -1.5907 -2.7632 -3.4391
O 0.0962 -1.2281 -2.5807
H 0.4872 -0.2938 -4.9205
H -0.8490 -1.1462 -5.7540
H 0.6072 -1.9958 -5.2413
H -1.5451 -0.6584 -3.6094
H -1.0283 -3.6760 -3.6953
H -2.4229 -2.7377 -4.1425
H -2.0746 -2.8846 -2.4397
H 0.4949 -2.0217 -2.2750
C 2.0148 2.4336 -2.6323
C 2.3930 0.9977 -2.2355
C 3.9321 0.7240 -2.3383
O 1.9332 0.6789 -0.9397
H 2.2491 3.2125 -1.8602
H 0.9238 2.4692 -2.7868
H 2.4757 2.7597 -3.5632
H 1.9196 0.3171 -2.9053
H 4.2651 0.8759 -3.3614
H 4.1172 -0.2829 -2.0429
H 4.5653 1.3648 -1.6973
H 2.2647 1.3952 -0.3975
C -1.8935 -0.2149 4.8498
C -1.6892 -1.0296 3.5712
C -2.6918 -2.2272 3.4448
O -1.7109 -0.1857 2.4321
H -2.9621 0.0206 4.9972
H -1.2955 0.7129 4.8353
H -1.5960 -0.7956 5.7376
H -0.7227 -1.4455 3.5498
H -2.3732 -2.8395 2.5091
H -3.7126 -1.8533 3.3518
H -2.5492 -2.8076 4.3695
H -2.6322 -0.1914 2.1306
C -1.4433 3.4582 1.4012
C 0.0306 3.3128 1.1336
C 0.9726 4.1676 1.9953
O 0.3927 1.8634 1.1996
H -1.6078 4.5334 1.5325
H -1.7578 2.9932 2.3218
H -2.0189 3.0246 0.6161
H 0.2008 3.6244 0.1170
H 0.6757 5.2092 1.7535
H 2.0067 3.9065 1.7440
H 0.7729 3.9929 3.0483
H 0.4777 1.6991 2.1621
*
```

Calculated values
E_HOMO   -10.520 eV
M   901.3 g mol⁻¹
Lowest unoccupied orbital energy   -0.042 hartree
ΔE to the lowest compared entry with this formula, charge and spin   0.0 kJ/mol

Entry 2:
ORCA calculation (wB97M-V/def2-TZVPD) on 2 unconnected molecules or ions with the total composition C7H18B2Cl3FN2O4PS.

Structure (ORCA input):
```
! RIJCOSX wB97M-V def2-TZVPD def2/J DEFGRID3
* xyz 1 1
N 0.2149 -0.8737 3.7768
B -0.6549 -1.4198 2.7914
O -1.8154 -2.0704 2.9927
N -0.1964 -1.2010 1.2963
C 1.0691 -1.9817 1.1061
O 0.7761 -3.1777 1.7814
C 1.3183 -2.1315 -0.3774
C 1.4148 -0.7528 -1.0125
F 2.5839 -0.1598 -0.5018
C 0.2801 0.2215 -0.6466
P -1.2386 -0.1195 -1.6626
S -1.1467 -1.5947 -2.9063
C 0.0358 0.2388 0.8690
C -1.0708 1.1619 1.3671
B -1.1564 2.6189 0.6804
O -2.3552 3.0811 0.2007
O -0.0903 3.4691 0.7082
H 0.1756 -1.4313 4.6246
H 0.0977 0.0930 4.0517
H -1.9826 -2.8796 2.4916
H -0.8819 -1.6234 0.6635
H 1.8640 -1.4245 1.6038
H 1.5766 -3.6968 1.9345
H 2.2667 -2.6489 -0.5277
H 0.5228 -2.7233 -0.8365
H 1.5309 -0.8124 -2.0936
H 0.6453 1.1957 -0.9872
H -2.2485 -0.2763 -0.6966
H -1.5271 1.1365 -2.2070
H 0.9802 0.5160 1.3421
H -0.9253 1.3636 2.4329
H -2.0488 0.6831 1.2718
H -2.6661 2.7283 -0.6403
H 0.7835 3.0968 0.5504
C 0.8170 2.3601 -4.7606
Cl 2.1590 1.4112 -4.1161
Cl -0.1835 1.4061 -5.8348
Cl -0.1477 3.0175 -3.4209
H 1.2237 3.2001 -5.3084
*
```

Calculated values
E_HOMO   -12.297 eV
M   404.3 g mol⁻¹
Lowest unoccupied orbital energy   -0.101 hartree

Entry 3:
ORCA calculation (wB97M-V/def2-TZVPD) on a molecular structure, C31H27N5O6PS4Sr.

Structure (ORCA input):
```
! RIJCOSX wB97M-V def2-TZVPD def2/J DEFGRID3
* xyz -1 1
Sr 0.2012 0.1150 1.3727
S 0.9181 0.2997 4.2123
P -0.9948 0.6533 4.7375
S -2.2671 0.9025 3.2189
C -1.0387 2.0914 5.8546
C -0.7675 1.9445 7.2149
C -0.7435 3.0502 8.0562
C -0.9867 4.3168 7.5414
C -1.2572 4.4728 6.1882
C -1.2863 3.3661 5.3498
C -1.5568 -0.7216 5.8016
C -0.6328 -1.5785 6.3952
C -1.0528 -2.6161 7.2231
C -2.4056 -2.8032 7.4666
C -3.3368 -1.9537 6.8771
C -2.9146 -0.9238 6.0475
H -0.5750 0.9624 7.6312
H -0.5394 2.9230 9.1124
H -0.9707 5.1812 8.1939
H -1.4533 5.4586 5.7851
H -1.5145 3.4934 4.2981
H 0.4208 -1.4344 6.1874
H -0.3198 -3.2767 7.6716
H -2.7361 -3.6097 8.1099
H -4.3948 -2.0970 7.0606
H -3.6468 -0.2761 5.5787
C 3.4503 -3.4721 5.9648
C 3.1699 -3.0406 4.5506
C 2.0066 -3.4140 3.8995
C 1.7202 -2.9526 2.6181
C 2.6222 -2.1100 1.9845
C 3.8191 -1.7475 2.6097
C 4.0768 -2.2127 3.8804
S 2.2704 -1.4208 0.4084
O 0.8380 -1.7358 0.1968
O 3.1745 -1.9544 -0.5584
O 2.3836 0.0443 0.6352
H 2.7815 -4.2738 6.2794
H 3.3119 -2.6300 6.6480
H 4.4785 -3.8176 6.0882
H 1.2922 -4.0523 4.4079
H 0.7983 -3.2379 2.1312
H 4.5198 -1.0850 2.1171
H 4.9934 -1.9134 4.3779
N -4.2896 -0.7391 -0.0622
C -4.1479 0.3553 -0.8966
C -2.8259 0.6466 -0.8746
N -2.1499 -0.2226 -0.0307
C -3.0680 -1.0318 0.4337
H -5.1464 -1.1994 0.1850
H -4.9786 0.8036 -1.4121
H -2.3160 1.4324 -1.4078
H -2.9218 -1.8251 1.1491
O -3.4658 8.5831 -1.0429
S -2.5823 9.6613 -0.6602
O -2.8856 10.2801 0.6136
O -2.2360 10.5823 -1.7195
C -1.0005 8.8243 -0.3484
N 0.0922 9.6063 -0.3182
C 1.2394 8.9913 -0.0642
C 1.3391 7.6275 0.1466
C 0.1588 6.9158 0.0703
N -1.0068 7.4995 -0.1671
C 0.1108 5.4256 0.2751
C 1.2639 4.6544 0.2230
C 1.1715 3.2911 0.4177
N 0.0149 2.6634 0.6687
C -1.0912 3.4180 0.7123
C -1.0947 4.7846 0.5113
H 2.1313 9.6115 -0.0198
H 2.2902 7.1709 0.3770
H 2.2297 5.0905 0.0143
H 2.0644 2.6759 0.3717
H -2.0136 2.8963 0.9354
H -2.0149 5.3543 0.5397
*
```

Calculated values
E_HOMO   -5.428 eV
M   812.4 g mol⁻¹
Lowest unoccupied orbital energy   0.061 hartree

Calculated total energy in hartree, matching the order above: -4110.0485 -2957.6642 -3887.8772